No. 1
Formula: C36H77IN7O5P
Source: the Open Molecules 2025 dataset
Level of theory: ωB97M-V with the def2-TZVPD basis set

Last column: Mulliken spin population.
Positions of all 127 atoms, in Å:
C  2.54  -0.81  0.50  0.001
C  3.10  -1.69  -0.62  0.000
I  4.03  -0.43  -2.09  0.000
C  2.05  -2.54  -1.33  0.000
C  1.70  -3.87  -0.64  0.000
P  3.15  -5.06  -0.92  0.000
O  2.75  -6.39  -1.41  0.000
C  1.50  -3.88  0.88  0.000
N  0.11  -3.43  1.35  -0.003
C  -0.86  -3.29  0.19  0.000
C  -2.29  -3.17  0.72  -0.001
C  -3.36  -2.54  -0.24  0.000
N  -2.77  -1.42  -0.92  0.000
N  -3.95  -3.52  -1.15  0.000
N  -4.45  -1.96  0.52  0.003
C  -0.61  -4.52  -0.65  0.000
O  0.62  -4.47  -1.34  0.000
H  2.27  0.18  0.12  0.000
H  1.63  -1.24  0.95  0.000
H  3.26  -0.66  1.30  0.000
H  3.94  -2.30  -0.27  0.000
H  1.16  -1.94  -1.53  0.000
H  2.44  -2.83  -2.32  0.000
H  3.77  -5.07  0.34  0.000
H  4.01  -4.31  -1.74  0.000
H  1.61  -4.89  1.27  0.000
H  2.26  -3.26  1.37  0.000
H  -0.26  -4.16  1.94  0.000
H  0.14  -2.58  1.92  0.009
H  -0.57  -2.37  -0.32  0.000
H  -2.63  -4.18  0.98  0.000
H  -2.29  -2.59  1.65  0.002
H  -3.50  -0.94  -1.42  0.000
H  -2.02  -1.63  -1.57  0.000
H  -4.07  -4.44  -0.76  0.000
H  -3.46  -3.58  -2.02  0.000
H  -4.98  -2.65  1.02  0.001
H  -4.13  -1.24  1.16  0.008
H  -0.63  -5.40  0.01  0.000
H  -1.41  -4.68  -1.38  0.000
C  8.46  1.92  -7.89  0.022
C  7.30  2.35  -6.97  -0.002
C  7.81  2.67  -5.56  0.035
C  8.22  1.44  -4.76  -0.023
C  7.09  0.41  -4.73  0.036
C  6.58  0.02  -6.11  -0.001
N  6.25  1.28  -6.86  0.416
O  5.10  1.74  -6.57  0.525
C  7.60  -0.84  -6.85  0.025
C  5.30  -0.80  -6.00  -0.013
C  6.65  3.58  -7.59  -0.007
H  8.10  1.34  -8.73  -0.013
H  8.95  2.82  -8.28  0.002
H  9.23  1.35  -7.37  0.001
H  7.01  3.20  -5.02  0.004
H  8.65  3.37  -5.65  0.000
H  9.13  1.00  -5.16  0.000
H  8.46  1.74  -3.74  0.001
H  7.42  -0.50  -4.21  0.000
H  6.26  0.82  -4.14  0.001
H  7.31  -0.99  -7.89  -0.012
H  7.65  -1.82  -6.37  0.000
H  8.61  -0.44  -6.84  0.001
H  4.54  -0.29  -5.42  0.004
H  5.55  -1.75  -5.51  0.000
H  4.89  -1.02  -6.99  -0.004
H  6.23  3.34  -8.57  -0.003
H  7.42  4.34  -7.72  0.000
H  5.86  3.97  -6.97  0.003
C  -5.17  3.88  0.98  0.005
C  -5.19  2.35  0.85  0.013
C  -6.06  1.92  -0.33  0.025
C  -7.56  2.12  -0.09  -0.018
C  -8.00  1.44  1.20  0.028
C  -7.18  1.84  2.43  0.024
N  -5.73  1.67  2.09  0.401
O  -5.37  0.44  2.16  0.497
C  -7.51  3.26  2.88  0.003
C  -7.51  0.91  3.59  0.001
C  -3.75  1.91  0.68  -0.017
H  -4.90  4.19  1.99  -0.009
H  -4.42  4.28  0.30  0.002
H  -6.11  4.36  0.72  0.001
H  -5.87  0.86  -0.55  0.004
H  -5.74  2.49  -1.21  0.002
H  -7.80  3.19  -0.06  -0.001
H  -8.11  1.71  -0.93  0.001
H  -9.05  1.65  1.40  0.002
H  -7.92  0.35  1.07  0.002
H  -6.81  3.59  3.65  -0.006
H  -8.51  3.27  3.30  0.001
H  -7.49  3.99  2.08  0.000
H  -7.38  -0.13  3.33  0.004
H  -8.54  1.07  3.88  0.000
H  -6.87  1.13  4.45  -0.001
H  -3.16  2.20  1.54  0.006
H  -3.33  2.39  -0.20  -0.001
H  -3.65  0.83  0.55  0.006
C  -0.62  2.12  3.50  0.019
C  -0.87  0.65  3.84  0.033
C  -2.32  0.42  4.26  0.037
C  -2.65  0.97  5.65  -0.021
C  -1.67  0.43  6.69  0.039
C  -0.20  0.66  6.33  0.006
N  0.03  0.16  4.93  0.434
O  0.24  -1.10  4.87  0.505
C  0.18  2.14  6.47  0.016
C  0.71  -0.13  7.26  -0.006
C  -0.57  -0.16  2.58  -0.080
H  0.44  2.37  3.56  -0.024
H  -0.94  2.31  2.47  0.005
H  -1.17  2.81  4.13  0.005
H  -2.53  -0.66  4.25  -0.006
H  -2.97  0.86  3.50  0.017
H  -2.64  2.06  5.64  0.003
H  -3.66  0.68  5.92  -0.001
H  -1.85  0.89  7.66  0.002
H  -1.83  -0.65  6.81  0.006
H  1.17  2.32  6.06  -0.008
H  0.19  2.39  7.53  0.000
H  -0.52  2.82  5.99  0.001
H  0.45  -1.19  7.28  0.002
H  0.60  0.27  8.27  0.000
H  1.75  -0.03  6.96  -0.002
H  0.48  -0.05  2.32  0.015
H  -1.19  0.22  1.77  -0.002
H  -0.78  -1.22  2.73  0.008

The orbital gap (alpha / beta) is 6.86 / 8.04 eV. The calculation puts the total energy at -2816.035361 Eh. The calculation puts the HOMO energy (alpha / beta) at -9.43 / -10.62 eV. Its multiplicity is 4. The charge is +1.



No. 2
Formula: C3H3I2N
Source: the Open Molecules 2025 dataset
Level of theory: ωB97M-V with the def2-TZVPD basis set

Last column: natural (NBO) charge in e.
Positions of all 9 atoms, in Å:
C  0.56  0.52  1.02  -0.156
C  0.09  -0.71  1.13  -0.157
C  -0.64  0.20  0.27  -0.073
N  -0.26  -0.18  -1.76  -0.897
I  -2.58  0.98  0.38  0.193
I  1.47  -1.18  -1.82  0.257
H  1.30  1.25  1.26  0.245
H  0.15  -1.68  1.55  0.249
H  -0.10  0.79  -2.04  0.340

As for the energy relative to the best compared isomer or geometry (same formula, charge and spin): 4.170 eV. The orbital gap (alpha / beta) is 8.34 / 8.34 eV. The calculation puts the total energy at -766.072912 Eh. The calculation puts the HOMO energy (alpha / beta) at -8.36 / -8.36 eV.



No. 3
Formula: C25H31N3O4
Source: the Open Molecules 2025 dataset
Level of theory: ωB97M-V with the def2-TZVPD basis set

Last column: natural (NBO) charge in e.
Positions of all 63 atoms, in Å:
C  -4.38  -3.22  0.83  -0.267
H  -4.08  -2.98  1.85  0.189
H  -5.47  -3.17  0.76  0.203
H  -4.03  -4.21  0.55  0.194
O  -3.78  -2.31  -0.09  -0.518
C  -4.28  -1.07  -0.10  0.803
O  -5.18  -0.72  0.61  -0.603
C  -3.58  -0.22  -1.15  -0.317
C  -2.08  -0.10  -0.85  -0.403
H  -1.63  -1.09  -0.71  0.248
H  -1.59  0.39  -1.69  0.207
C  -1.86  0.74  0.41  -0.224
N  -2.44  2.05  0.23  -0.435
C  -1.76  3.21  0.03  0.665
O  -2.31  4.25  -0.29  -0.621
C  -0.28  3.11  0.22  -0.147
C  0.56  3.30  -0.87  -0.175
C  1.93  3.13  -0.74  -0.287
C  2.47  2.78  0.50  0.370
C  1.64  2.71  1.61  -0.298
C  0.27  2.87  1.47  -0.140
H  -0.37  2.79  2.33  0.213
H  2.07  2.50  2.58  0.225
O  3.82  2.51  0.63  -0.539
C  4.19  1.16  0.35  0.108
C  4.09  0.82  -1.14  -0.463
C  4.47  -0.65  -1.37  -0.210
N  3.66  -1.58  -0.61  -0.444
C  3.79  -1.29  0.81  -0.223
C  3.40  0.14  1.18  -0.457
H  2.33  0.28  0.99  0.211
H  3.58  0.31  2.24  0.218
H  3.16  -2.00  1.36  0.210
H  4.83  -1.47  1.08  0.193
C  2.29  -1.66  -1.08  -0.253
C  1.55  -2.81  -0.45  0.204
N  0.28  -2.57  -0.11  -0.450
C  -0.42  -3.56  0.43  0.049
C  0.10  -4.82  0.67  -0.269
C  1.42  -5.06  0.32  -0.162
C  2.16  -4.04  -0.25  -0.251
H  3.19  -4.17  -0.54  0.234
H  1.86  -6.03  0.49  0.217
H  -0.51  -5.59  1.12  0.219
H  -1.44  -3.31  0.68  0.192
H  1.70  -0.75  -0.91  0.190
H  2.32  -1.84  -2.16  0.214
H  4.38  -0.89  -2.43  0.203
H  5.51  -0.81  -1.08  0.192
H  3.07  0.98  -1.48  0.210
H  4.75  1.47  -1.71  0.219
H  5.25  1.13  0.66  0.188
H  2.58  3.27  -1.58  0.225
H  0.14  3.55  -1.83  0.224
C  -3.87  2.01  0.01  -0.235
C  -4.20  1.18  -1.23  -0.406
H  -5.29  1.10  -1.32  0.226
H  -3.82  1.68  -2.12  0.212
H  -4.22  3.04  -0.12  0.248
H  -4.36  1.58  0.88  0.211
H  -0.79  0.83  0.61  0.235
H  -2.34  0.26  1.27  0.190
H  -3.71  -0.74  -2.10  0.237

As for the energy relative to the best compared isomer or geometry (same formula, charge and spin): 2.326 eV. The orbital gap is 9.36 eV. As for the SMILES: COC(=O)C1CCN(C(=O)c2ccc(OC3CCN(Cc4ccccn4)CC3)cc2)CC1. The calculation puts the total energy at -1436.503518 Eh. The calculation puts the HOMO energy at -8.75 eV.



No. 4
Formula: C35H44N7O
Source: the Open Molecules 2025 dataset
Level of theory: ωB97M-V with the def2-TZVPD basis set

Last column: Mulliken charge in e.
Positions of all 87 atoms, in Å:
C  -0.03  -4.34  2.68  -1.415
C  1.14  -3.79  1.71  0.669
C  1.35  -4.95  0.62  -1.206
C  0.65  -2.42  1.05  -0.974
N  1.78  -1.53  0.67  0.421
C  2.36  -0.48  1.48  -0.194
C  3.44  0.15  0.71  -0.585
N  3.52  -0.51  -0.56  -0.003
C  2.52  -1.46  -0.49  0.271
C  2.23  -2.41  -1.72  -0.709
C  0.80  -1.92  -2.31  -0.909
C  1.01  -1.24  -3.74  -0.040
O  -0.29  -0.70  -4.12  -0.535
H  0.35  -5.23  3.27  0.371
H  -0.83  -4.74  1.97  0.327
H  -0.41  -3.50  3.31  0.389
H  2.09  -3.59  2.30  0.356
H  1.03  -5.96  1.01  0.436
H  2.44  -5.04  0.32  0.272
H  0.75  -4.66  -0.30  0.243
H  -0.08  -2.60  0.21  0.254
H  0.09  -1.86  1.86  0.306
H  2.05  -0.15  2.50  0.378
H  4.10  1.01  0.98  0.378
H  4.13  -0.35  -1.37  0.269
H  3.04  -2.34  -2.52  0.538
H  2.15  -3.49  -1.42  0.104
H  0.37  -1.11  -1.65  0.461
H  0.05  -2.76  -2.32  0.538
H  1.37  -2.04  -4.45  0.298
H  1.73  -0.36  -3.68  -0.083
H  -0.96  -1.26  -3.68  0.312
N  -1.10  4.49  -4.68  -0.476
C  -2.22  4.75  -3.99  -0.420
C  -2.94  3.80  -3.29  -0.486
C  -2.47  2.49  -3.29  -0.367
C  -1.31  2.19  -3.99  -0.223
C  -0.67  3.22  -4.66  -0.214
H  -2.55  5.79  -4.03  0.482
H  -3.83  4.07  -2.75  0.388
H  -3.00  1.72  -2.74  0.374
H  -0.92  1.18  -4.01  0.635
H  0.24  3.03  -5.22  0.392
N  -3.27  -5.87  3.63  -0.541
C  -4.06  -4.83  3.32  -0.184
C  -4.79  -4.11  4.26  -0.570
C  -4.70  -4.49  5.59  -0.050
C  -3.89  -5.57  5.93  -0.365
C  -3.20  -6.22  4.92  -0.299
H  -4.10  -4.57  2.27  0.379
H  -5.41  -3.28  3.96  0.376
H  -5.25  -3.96  6.35  0.545
H  -3.80  -5.90  6.96  0.357
H  -2.56  -7.06  5.14  0.364
N  -4.74  -2.17  8.14  -0.469
C  -3.55  -2.75  8.37  0.000
C  -2.38  -2.04  8.62  -0.570
C  -2.45  -0.66  8.62  -0.148
C  -3.66  -0.04  8.39  -0.381
C  -4.77  -0.84  8.16  -0.261
H  -3.55  -3.84  8.35  0.368
H  -1.45  -2.56  8.80  0.353
H  -1.56  -0.07  8.81  0.377
H  -3.75  1.04  8.39  0.357
H  -5.74  -0.40  7.98  0.376
N  2.49  3.23  -5.75  -0.218
C  3.38  2.25  -5.53  0.055
C  4.56  2.11  -6.24  -0.608
C  4.84  3.04  -7.23  -0.212
C  3.94  4.07  -7.47  -0.688
C  2.79  4.12  -6.70  -0.101
H  3.11  1.55  -4.75  0.191
H  5.24  1.30  -6.03  0.349
H  5.76  2.97  -7.81  0.383
H  4.13  4.81  -8.23  0.372
H  2.06  4.91  -6.85  0.421
N  0.51  7.85  -1.42  -0.543
C  0.18  7.01  -2.41  -0.289
C  1.05  6.09  -2.95  0.071
C  2.34  6.02  -2.45  -0.431
C  2.71  6.88  -1.42  -0.380
C  1.76  7.77  -0.94  -0.290
H  -0.84  7.10  -2.77  0.301
H  0.73  5.43  -3.75  0.415
H  3.05  5.31  -2.85  0.442
H  3.70  6.86  -1.00  0.374
H  1.99  8.46  -0.14  0.354

The orbital gap is 8.01 eV. The calculation puts the total energy at -1818.278920 Eh. The calculation puts the HOMO energy at -10.86 eV. The charge is +1.



No. 5
Formula: C7H9ClN2
Source: the Open Molecules 2025 dataset
Level of theory: ωB97M-V with the def2-TZVPD basis set

Last column: natural (NBO) charge in e.
Positions of all 19 atoms, in Å:
C  0.34  -1.38  1.71  0.272
C  -1.17  1.03  -1.30  0.165
C  -0.29  1.68  -0.34  -0.524
C  0.09  0.94  0.84  -0.365
C  -1.10  -1.06  -0.24  -0.030
C  0.21  -0.67  0.54  -0.185
C  1.53  -0.78  -0.37  -0.581
N  0.47  -1.96  2.69  -0.297
N  -1.51  -0.22  -1.25  -0.423
Cl  -0.80  -2.65  -0.94  -0.038
H  -1.74  1.70  -2.03  0.198
H  0.65  1.95  -0.86  0.238
H  -0.81  2.62  0.00  0.246
H  1.12  1.09  1.14  0.226
H  -0.63  1.06  1.67  0.222
H  -1.82  -1.15  0.52  0.221
H  1.47  0.10  -0.98  0.197
H  1.61  -1.70  -0.95  0.242
H  2.38  -0.61  0.15  0.214

As for the energy relative to the best compared isomer or geometry (same formula, charge and spin): 1.722 eV. The orbital gap is 10.40 eV. As for the SMILES: C[C@@]1(C#N)CCC=N[C@H]1Cl. The calculation puts the total energy at -841.779848 Eh. The calculation puts the HOMO energy at -9.91 eV.



No. 6
Formula: C25H19Co2N2O6
Source: the Open Molecules 2025 dataset
Level of theory: ωB97M-V with the def2-TZVPD basis set

Last column: natural (NBO) charge in e.
Positions of all 54 atoms, in Å:
C  -1.01  2.19  1.92  -0.206
C  -0.16  2.60  0.89  -0.226
C  0.79  1.73  0.34  -0.206
C  0.84  0.40  0.81  -0.127
C  1.68  -0.66  0.20  0.433
N  1.94  -1.73  0.90  -0.523
C  2.38  -2.90  0.14  -0.234
C  3.30  -2.58  -1.03  -0.426
C  2.85  -1.40  -1.87  -0.203
N  2.09  -0.46  -1.08  -0.611
C  0.05  0.01  1.90  -0.099
C  -0.90  0.89  2.43  -0.224
H  -1.74  2.88  2.35  0.211
H  -0.24  3.62  0.50  0.207
H  1.47  2.08  -0.44  0.203
H  2.90  -3.53  0.87  0.210
H  1.51  -3.47  -0.25  0.179
H  4.31  -2.40  -0.65  0.208
H  3.36  -3.46  -1.68  0.206
H  3.73  -0.90  -2.29  0.192
H  2.23  -1.75  -2.71  0.177
H  1.75  0.37  -1.55  0.390
H  0.20  -0.99  2.32  0.249
H  -1.55  0.54  3.23  0.225
O  0.45  -4.78  7.25  -0.540
C  1.04  -4.00  6.65  0.509
Co  1.58  -2.58  5.66  -0.086
C  -0.05  -2.15  5.10  0.606
O  -1.12  -1.87  4.77  -0.536
C  1.67  -1.44  7.03  0.534
O  1.46  -0.70  7.89  -0.539
C  3.05  -2.98  4.71  -0.613
C  2.54  -1.76  4.36  0.141
C  2.57  -0.57  3.71  -0.479
C  2.86  0.66  4.44  -0.024
C  2.50  1.95  3.98  -0.188
C  2.66  3.08  4.79  -0.238
C  3.21  2.95  6.08  -0.283
C  3.65  1.70  6.51  -0.194
C  3.52  0.58  5.69  -0.269
Co  3.94  -3.42  6.50  0.003
C  3.54  -4.94  7.25  0.434
O  3.35  -5.95  7.79  -0.556
C  3.97  -2.44  7.97  0.425
O  4.10  -1.89  8.98  -0.559
C  5.66  -3.65  6.28  0.538
O  6.80  -3.79  6.14  -0.553
H  3.31  -3.75  3.97  0.216
H  2.30  -0.50  2.65  0.244
H  2.04  2.04  3.00  0.189
H  2.34  4.06  4.43  0.194
H  3.27  3.81  6.74  0.194
H  4.12  1.59  7.49  0.204
H  3.93  -0.38  6.01  0.224

As for the energy relative to the best compared isomer or geometry (same formula, charge and spin): 2.111 eV. The orbital gap is 5.16 eV. The calculation puts the total energy at -4290.455356 Eh. The calculation puts the HOMO energy at -2.79 eV. The charge is -1.